[1]
The following is a quantum chemistry calculation of a molecular structure, C32H76ClN8O14P2, from the Open Molecules 2025 dataset.

ORCA input file:
```
! wB97M-V def2-TZVPD RIJCOSX def2/J DEFGRID3
* xyz -1 1
Cl -24.12 25.40 -18.99
O -23.53 26.45 -18.26
O -25.58 25.65 -18.96
O -23.59 25.40 -20.33
O -23.65 24.19 -18.38
O -25.86 26.81 -13.53
P -26.32 25.95 -14.67
N -26.53 26.87 -16.14
C -26.91 26.20 -17.35
C -25.62 27.86 -16.49
N -27.76 25.04 -14.44
C -29.02 25.48 -14.83
C -27.69 24.11 -13.29
N -25.14 24.79 -15.18
C -23.80 25.30 -15.27
C -25.33 23.52 -15.92
H -27.79 25.58 -17.20
H -26.05 25.65 -17.74
H -27.29 26.93 -18.06
H -25.03 27.58 -17.37
H -24.97 28.12 -15.65
H -26.25 28.68 -16.84
H -29.63 24.61 -15.07
H -29.54 26.08 -14.07
H -28.95 26.14 -15.69
H -27.39 24.65 -12.39
H -28.65 23.62 -13.09
H -26.94 23.34 -13.50
H -23.61 26.03 -14.48
H -23.10 24.46 -15.17
H -23.60 25.69 -16.27
H -26.26 23.05 -15.62
H -24.44 22.92 -15.73
H -25.37 23.70 -16.99
O -21.99 21.93 -23.60
P -22.45 22.70 -22.38
N -21.20 22.97 -21.24
C -21.42 23.70 -19.99
C -19.86 23.24 -21.81
N -23.74 21.98 -21.45
C -23.92 20.46 -21.38
C -24.71 22.73 -20.61
N -23.07 24.22 -22.83
C -22.09 25.22 -23.24
C -24.18 24.26 -23.71
H -22.30 23.38 -19.43
H -21.60 24.73 -20.29
H -20.56 23.62 -19.33
H -19.97 23.49 -22.86
H -19.24 22.35 -21.68
H -19.37 24.05 -21.27
H -24.47 20.11 -22.26
H -23.02 19.87 -21.30
H -24.57 20.08 -20.59
H -24.70 22.22 -19.65
H -24.35 23.76 -20.51
H -25.66 22.78 -21.13
H -21.80 25.06 -24.27
H -22.58 26.20 -23.15
H -21.16 25.09 -22.68
H -24.53 25.25 -24.00
H -25.06 23.96 -23.15
H -24.02 23.70 -24.64
O -22.55 18.89 -18.91
C -22.53 20.10 -18.68
O -23.56 20.87 -19.00
C -23.48 22.15 -18.34
C -22.54 21.88 -17.24
C -21.57 20.91 -17.81
H -24.41 22.62 -18.01
H -23.03 22.90 -18.99
H -22.96 21.51 -16.30
H -22.03 22.81 -16.96
H -21.10 20.40 -16.97
H -20.92 21.51 -18.44
O -19.12 25.34 -21.32
C -20.13 26.01 -21.06
O -20.90 26.50 -22.09
C -22.01 27.19 -21.62
C -21.67 27.62 -20.18
C -20.78 26.54 -19.75
H -22.92 26.59 -21.56
H -22.14 27.99 -22.35
H -22.55 27.70 -19.54
H -21.05 28.51 -20.13
H -21.39 25.80 -19.24
H -19.96 26.84 -19.10
O -20.37 23.52 -18.13
C -20.75 24.27 -17.21
O -20.71 23.88 -15.89
C -20.95 25.04 -15.08
C -21.68 26.03 -15.93
C -21.03 25.79 -17.32
H -20.09 25.52 -14.60
H -21.62 24.71 -14.28
H -21.55 27.06 -15.58
H -22.75 25.82 -15.99
H -20.09 26.35 -17.29
H -21.72 26.13 -18.10
C -24.65 26.98 -24.06
C -25.61 26.38 -23.05
C -25.33 26.85 -21.61
O -25.28 28.27 -21.57
C -25.10 28.74 -20.24
N -26.95 26.59 -23.40
H -23.61 26.78 -23.83
H -24.79 28.06 -24.16
H -24.86 26.64 -25.08
H -25.41 25.31 -23.10
H -24.39 26.45 -21.24
H -25.97 26.34 -20.88
H -25.93 28.34 -19.66
H -25.19 29.83 -20.26
H -24.13 28.60 -19.77
H -26.99 26.24 -24.34
H -27.10 27.58 -23.43
C -26.44 23.22 -20.25
C -27.13 23.15 -18.90
C -26.21 22.60 -17.75
O -25.75 21.29 -18.04
C -25.60 20.46 -16.87
N -27.47 24.49 -18.52
H -25.58 23.89 -20.18
H -27.15 23.32 -21.07
H -26.00 22.26 -20.51
H -27.94 22.45 -19.08
H -26.82 22.64 -16.84
H -25.44 23.36 -17.66
H -25.34 21.05 -16.00
H -24.86 19.67 -17.00
H -26.55 19.96 -16.68
H -26.63 25.03 -18.38
H -27.86 24.96 -19.33
*
```

energy relative to the best compared isomer or geometry (same formula, charge and spin): 1043.3 kcal per mole
frontier orbital gap: 5.71 eV

[2]
The following is a quantum chemistry calculation of 6 unconnected molecules or ions with the total composition C32H77N10O5, from the Open Molecules 2025 dataset.

ORCA input file:
```
! wB97M-V def2-TZVPD RIJCOSX def2/J DEFGRID3
* xyz 1 1
C 2.17 2.02 -1.63
C 1.73 1.99 -0.10
C 0.89 0.67 0.14
N -0.54 0.87 -0.25
C -1.30 -0.36 0.07
C -1.15 -1.43 -1.09
N -2.41 -2.24 -1.14
N -2.28 -3.32 -2.07
C -3.62 -1.39 -1.46
C -3.47 0.09 -0.90
C -4.85 0.75 -0.68
C -5.11 2.19 -0.87
C -6.52 2.62 -0.62
N -7.60 1.91 -0.26
C -7.37 0.58 -0.05
C -6.04 0.02 -0.25
N -2.70 0.00 0.37
H 1.24 2.18 -2.25
H 2.92 2.83 -1.83
H 2.60 1.01 -1.91
H 1.09 2.89 0.12
H 2.61 2.05 0.59
H 1.28 -0.19 -0.48
H 0.93 0.42 1.23
H -0.60 1.00 -1.27
H -0.85 -0.81 1.00
H -0.31 -2.15 -0.94
H -1.03 -0.94 -2.09
H -2.62 -2.66 -0.23
H -1.80 -4.06 -1.54
H -1.59 -3.00 -2.76
H -3.85 -1.39 -2.56
H -4.48 -1.94 -0.99
H -2.88 0.66 -1.68
H -4.29 2.90 -1.17
H -6.71 3.72 -0.77
H -8.19 -0.10 0.27
H -5.92 -1.07 -0.04
H -2.68 0.96 0.75
C 1.97 3.01 4.44
C 3.36 3.31 3.88
C 4.21 4.20 4.80
O 3.87 5.57 4.77
C 2.78 5.93 5.61
N 3.21 3.90 2.54
H 1.29 3.86 4.37
H 1.51 2.19 3.89
H 2.03 2.71 5.49
H 3.87 2.35 3.77
H 5.25 4.15 4.44
H 4.23 3.82 5.83
H 2.76 5.33 6.53
H 1.84 5.82 5.08
H 2.89 6.98 5.89
H 4.13 4.02 2.13
H 2.88 4.86 2.67
C 6.22 -3.56 -1.91
C 5.04 -3.01 -1.10
C 3.88 -2.50 -1.97
O 4.10 -1.23 -2.56
C 4.86 -1.27 -3.77
N 5.53 -1.97 -0.19
H 6.81 -2.77 -2.36
H 6.89 -4.13 -1.26
H 5.87 -4.22 -2.70
H 4.66 -3.84 -0.50
H 3.01 -2.37 -1.32
H 3.59 -3.24 -2.73
H 4.65 -2.16 -4.36
H 5.93 -1.20 -3.54
H 4.59 -0.39 -4.36
H 4.76 -1.68 0.41
H 5.73 -1.15 -0.75
C -7.18 -6.34 0.31
C -5.80 -6.01 -0.26
C -4.96 -5.12 0.67
O -5.33 -3.74 0.67
C -6.42 -3.42 1.52
N -5.97 -5.41 -1.59
H -7.87 -5.50 0.25
H -7.63 -7.16 -0.25
H -7.11 -6.65 1.35
H -5.27 -6.95 -0.38
H -3.92 -5.14 0.30
H -4.93 -5.51 1.69
H -6.43 -4.03 2.43
H -7.37 -3.54 0.99
H -6.33 -2.37 1.81
H -5.05 -5.27 -2.00
H -6.32 -4.46 -1.45
C -4.25 4.23 -4.27
C -5.41 4.78 -3.44
C -6.58 5.30 -4.31
O -6.35 6.57 -4.90
C -5.61 6.53 -6.11
N -4.91 5.82 -2.54
H -3.66 5.02 -4.73
H -3.58 3.65 -3.63
H -4.61 3.57 -5.05
H -5.79 3.96 -2.83
H -7.44 5.44 -3.65
H -6.88 4.56 -5.06
H -5.83 5.63 -6.70
H -4.54 6.59 -5.90
H -5.88 7.40 -6.70
H -5.66 6.13 -1.93
H -4.71 6.65 -3.10
C 6.92 -2.92 3.98
C 7.51 -2.41 2.66
C 8.90 -2.99 2.34
O 9.96 -2.41 3.08
C 10.15 -2.95 4.38
N 7.53 -0.94 2.68
H 7.39 -2.46 4.85
H 5.86 -2.69 4.03
H 7.03 -4.00 4.06
H 6.83 -2.73 1.87
H 9.12 -2.77 1.29
H 8.91 -4.08 2.44
H 9.92 -4.02 4.42
H 9.53 -2.41 5.11
H 11.19 -2.80 4.66
H 7.83 -0.61 1.77
H 8.28 -0.66 3.31
*
```

frontier orbital gap: 7.46 eV

[3]
The following is a quantum chemistry calculation of 14 unconnected molecules or ions with the total composition C32H78B8F32N8O4, from the Open Molecules 2025 dataset.

ORCA input file:
```
! wB97M-V def2-TZVPD RIJCOSX def2/J DEFGRID3
* xyz -2 1
C 3.52 1.89 6.93
C 3.93 2.07 5.46
N 5.08 1.20 5.14
C 5.04 -0.14 4.76
C 6.30 -0.71 4.73
N 7.21 0.37 4.89
C 6.39 1.46 5.28
C 8.64 0.25 5.11
H 4.30 2.11 7.66
H 3.00 0.94 7.05
H 2.77 2.66 7.13
H 4.14 3.11 5.22
H 3.08 1.87 4.80
H 4.09 -0.66 4.69
H 6.62 -1.72 4.52
H 6.78 2.45 5.48
H 9.05 -0.72 5.40
H 8.88 1.08 5.78
H 9.04 0.45 4.12
C -2.09 -2.71 -0.37
C -1.42 -1.80 0.74
N -0.12 -1.35 0.32
C 0.96 -2.14 -0.03
C 2.04 -1.29 -0.23
N 1.61 -0.01 0.13
C 0.33 -0.03 0.53
C 2.47 1.23 0.18
H -2.04 -2.36 -1.40
H -3.17 -2.81 -0.21
H -1.78 -3.75 -0.44
H -1.05 -2.48 1.50
H -2.03 -1.09 1.30
H 0.84 -3.21 -0.14
H 3.06 -1.41 -0.57
H -0.25 0.77 0.95
H 2.51 1.59 -0.85
H 3.52 1.01 0.40
H 2.12 2.09 0.76
C -5.18 5.81 3.42
N -5.83 4.49 2.82
C -7.18 4.09 3.52
C -6.14 4.74 1.36
C -4.80 3.34 2.77
C -4.29 2.81 4.10
O -3.18 1.88 4.02
H -5.98 6.56 3.39
H -4.39 6.14 2.76
H -5.00 5.79 4.50
H -6.97 3.95 4.58
H -7.54 3.13 3.13
H -7.87 4.93 3.42
H -6.68 5.69 1.31
H -6.73 3.97 0.87
H -5.24 5.02 0.82
H -3.92 3.82 2.36
H -5.15 2.55 2.09
H -5.07 2.60 4.83
H -3.88 3.66 4.66
H -3.10 1.45 4.87
C 0.61 -2.16 -6.18
N 1.17 -2.03 -7.60
C 2.72 -1.80 -7.36
C 1.01 -3.27 -8.54
C 0.53 -0.83 -8.23
C 0.84 -0.45 -9.75
O -0.16 -1.02 -10.47
H -0.48 -2.10 -6.19
H 0.97 -1.32 -5.58
H 0.85 -3.16 -5.84
H 3.11 -1.66 -8.37
H 3.16 -2.72 -6.98
H 2.76 -1.04 -6.58
H 1.57 -3.13 -9.46
H -0.07 -3.39 -8.65
H 1.56 -4.06 -8.04
H 0.93 -0.03 -7.60
H -0.51 -0.90 -7.93
H 1.87 -0.79 -9.93
H 0.81 0.63 -9.89
H -0.90 -0.41 -10.48
C 0.34 7.21 -4.84
N 0.47 7.78 -3.40
C 1.98 8.10 -3.38
C -0.33 9.02 -3.21
C 0.11 6.73 -2.30
C 0.25 7.23 -0.83
O -0.12 6.18 0.02
H 1.10 6.44 -4.98
H 0.56 8.10 -5.42
H -0.61 6.72 -5.02
H 2.51 7.15 -3.54
H 2.31 8.58 -2.46
H 2.23 8.76 -4.22
H 0.06 9.72 -3.95
H -0.16 9.48 -2.24
H -1.37 8.71 -3.33
H 0.62 5.80 -2.54
H -0.93 6.61 -2.59
H -0.27 8.17 -0.62
H 1.27 7.48 -0.55
H -0.03 6.35 0.96
C -5.21 -5.47 6.10
N -4.35 -6.43 5.27
C -4.66 -6.04 3.86
C -2.94 -6.10 5.74
C -4.73 -7.83 5.59
C -3.84 -8.88 4.91
O -3.79 -8.91 3.48
H -6.18 -5.56 5.63
H -4.97 -4.41 6.00
H -5.41 -5.80 7.12
H -4.78 -4.97 3.70
H -5.54 -6.50 3.41
H -3.86 -6.46 3.25
H -2.93 -6.26 6.82
H -2.62 -5.10 5.43
H -2.27 -6.85 5.30
H -5.78 -7.79 5.28
H -4.78 -8.01 6.67
H -4.04 -9.92 5.16
H -2.81 -8.81 5.25
H -4.61 -9.31 3.16
B 4.61 -5.47 -3.13
F 4.01 -5.88 -1.99
F 4.15 -6.08 -4.24
F 4.44 -4.13 -3.36
F 5.93 -5.73 -2.85
B 2.73 -6.90 3.37
F 2.74 -7.52 4.56
F 3.43 -7.70 2.45
F 1.48 -6.56 2.85
F 3.58 -5.76 3.39
B 5.90 6.50 1.95
F 6.37 5.45 1.23
F 4.69 6.16 2.40
F 6.72 6.70 3.06
F 5.86 7.56 1.16
B -3.13 2.05 -3.87
F -4.40 2.68 -3.75
F -2.36 2.33 -2.81
F -3.35 0.75 -4.02
F -2.52 2.63 -5.09
B -8.31 -1.85 2.13
F -9.45 -1.16 1.74
F -7.19 -1.34 1.44
F -8.16 -1.72 3.49
F -8.55 -3.22 1.94
B 5.11 3.53 -6.30
F 5.57 4.84 -6.11
F 6.14 2.61 -6.11
F 4.19 3.37 -5.27
F 4.53 3.31 -7.53
B -4.14 -6.64 -4.93
F -5.17 -5.80 -4.61
F -3.09 -5.93 -5.35
F -3.78 -7.50 -3.90
F -4.64 -7.39 -5.93
B 8.91 -3.98 0.53
F 9.24 -3.49 -0.69
F 7.55 -3.92 0.79
F 9.26 -5.30 0.49
F 9.60 -3.34 1.55
*
```

frontier orbital gap: 4.66 eV

> What is the frontier orbital gap in the third record?

4.66 eV